ORCA calculation (ωB97M-V with the def2-TZVPD basis set) on a 17-piece molecular cluster, C17H68O17 overall in a non-equilibrium geometry.

Results
- Net charge: 0
- Relative energy (zero: lowest compared OMol25 entry of this formula, charge and spin): 75.88 kJ/mol

The geometry in XYZ format:
```
102
Properties=species:S:1:pos:R:3:forces:R:3:lowdin_charge:R:1
H 1.268857 0.895988 -3.194987 -0.484 -0.344 0.497 0.02
C 0.390778 0.532674 -0.908326 0.899 1.347 -0.729 -0.11
H 1.756333 1.706210 -5.695890 0.065 -0.663 -0.188 0.09
O -0.554618 -1.199927 4.486934 1.141 0.881 0.329 -0.14
H -0.715337 2.863100 -4.946387 -0.509 0.441 0.925 0.09
H 1.036724 -2.021941 5.522732 1.256 -0.810 -0.482 0.05
C 1.990761 0.873197 -5.017086 -1.061 0.197 1.033 -0.08
C -0.926784 7.539039 7.148196 -0.708 -0.272 -0.243 -0.17
C 2.419698 4.904046 -3.042042 -0.600 0.625 1.638 -0.17
H -1.601976 -1.098385 -1.879128 1.447 0.601 0.208 0.03
H 0.980380 0.152939 1.796649 -0.901 0.396 0.890 0.10
H -0.230694 0.995959 -0.144130 -0.282 -0.294 -0.010 0.07
H -2.020515 4.026661 -4.305725 0.576 -1.036 -0.121 0.10
O -2.186879 -1.560960 -4.655711 0.005 0.250 1.185 -0.18
H -2.731104 0.312413 -0.759467 -0.319 -0.674 -0.979 0.02
H 1.842770 3.057557 -3.466456 -0.736 1.114 -0.424 0.06
H 2.294268 -3.747634 -3.020270 -0.720 -0.305 -0.361 0.05
O 1.879669 1.444876 -3.684380 0.761 -0.432 -0.911 -0.16
C 4.463926 -1.028866 0.146151 0.602 -1.705 1.811 -0.22
O 1.480736 4.002334 -3.531670 0.080 -1.587 -0.367 -0.17
O -1.013402 2.960738 -2.826847 -0.486 -0.475 0.080 -0.15
H -0.017739 -0.611409 3.904587 -0.820 -0.435 -0.086 0.04
H 3.094895 4.406443 -2.340798 0.439 0.132 -0.351 0.09
O 0.252548 -2.324119 0.586772 0.532 0.161 -0.024 -0.14
H -0.735214 1.260174 -2.323686 0.341 -0.752 -0.146 0.07
H -0.451963 -1.968256 6.356490 0.371 0.638 -0.041 0.09
C 2.857929 -2.841944 -3.090898 1.281 1.785 0.011 -0.11
H -0.830642 -2.642096 -4.234133 0.890 -1.644 1.213 0.11
H -4.062983 -2.350166 -5.261237 0.281 0.065 0.140 0.08
H -3.083172 -1.545668 -6.493879 0.168 -0.074 -0.086 0.08
H 2.317084 0.092714 3.492687 0.420 0.449 0.210 0.09
H -0.486204 -2.527796 1.163095 -0.783 -0.257 0.222 0.04
H 4.164050 -2.069774 0.383422 0.202 0.188 -0.061 0.07
H -1.172779 -4.934107 -3.240826 -0.300 -0.377 0.473 0.07
H -3.897240 -0.581955 -5.277779 -0.052 -0.051 -0.007 0.08
C -1.499103 3.034783 -4.153438 -0.037 0.725 -0.876 -0.13
H 2.973671 0.468166 -5.174128 0.604 0.108 -0.088 0.07
H -2.217042 2.231335 -4.287826 -0.244 -0.021 0.115 0.07
H 3.573463 -2.903249 -2.293483 0.882 -0.291 0.165 0.07
C -0.282361 -4.573057 -3.743735 -1.131 -0.357 0.385 -0.16
O -0.315436 8.851090 7.221241 -0.622 -1.920 1.476 -0.11
H 2.912861 5.506198 -3.792682 0.398 -0.192 -0.397 0.07
C 1.728086 -4.364905 2.976991 0.079 -0.041 0.071 -0.16
O 2.141676 -1.627894 -2.761852 -1.275 -1.450 -1.014 -0.16
O -0.216116 -3.201286 -3.613675 -0.574 3.076 -1.489 -0.19
O -0.794424 3.808435 6.972643 -0.107 -0.372 0.290 -0.10
H 0.590092 -0.511122 6.179229 -0.212 0.927 0.132 0.06
H 1.244795 -1.863159 -3.107161 0.450 0.721 0.537 0.06
C 1.638684 0.948780 3.423158 0.093 0.526 0.650 -0.14
H -3.316492 -4.045501 1.805753 0.199 0.364 0.403 0.08
H -3.790510 2.471761 0.663270 0.161 -0.369 -0.732 0.09
H -3.986139 1.984733 -1.105548 -0.225 0.390 0.393 0.08
O -0.324666 0.363372 -2.160482 -0.245 0.853 0.426 -0.17
H 3.384145 -2.692695 -4.066268 -0.479 -0.517 0.665 0.10
H 1.453709 -2.776559 1.943052 1.064 -0.141 -0.247 0.04
C -3.285219 2.143363 -0.274360 -0.324 -0.450 -0.034 -0.14
H 0.575104 -4.964864 -3.227106 0.399 -0.545 -0.125 0.07
H 1.470469 -3.406228 -0.640089 1.199 -0.027 0.149 0.07
H 1.248616 1.190754 4.442007 0.241 -0.264 -0.800 0.06
O 0.553215 0.541761 2.605851 0.544 -0.410 -1.194 -0.14
O -2.484284 -1.428546 -1.969600 -2.186 -0.688 -0.293 -0.13
O 2.262613 -3.262127 2.242340 -1.569 -0.050 0.079 -0.15
C -3.200511 -3.230554 2.548782 0.645 -0.687 -0.846 -0.13
H -2.599563 2.927261 -0.581516 0.249 0.104 -0.029 0.06
H -1.655866 -2.251554 3.301799 0.204 -0.010 -0.111 0.05
H -0.010175 -2.965984 -1.370139 -0.055 0.040 0.129 0.04
H 4.650071 -0.565242 1.135688 -0.043 -0.063 -0.508 0.08
H -1.882684 -3.404219 -1.953067 -0.550 0.263 0.615 0.06
H -3.922030 -2.469208 2.267347 0.069 0.410 0.140 0.08
H 0.734061 -0.444010 -0.619704 0.248 -0.132 0.241 0.05
C -2.556587 -2.743204 -1.365810 0.456 -0.258 -1.529 -0.07
H -2.187917 -2.584611 -0.391217 0.300 -0.458 1.362 0.05
H -0.820238 7.090290 8.147757 0.001 0.215 -0.362 0.07
H 1.241270 -4.037976 3.902892 -0.041 0.064 -0.048 0.06
H 2.120291 1.875011 3.038025 -0.064 -0.711 0.157 0.10
H 0.032094 -4.304063 -0.191272 0.156 0.748 0.093 0.12
H 0.989974 -5.012402 2.436936 0.631 0.606 0.039 0.09
O -1.833782 -2.800815 2.517835 -0.501 0.051 -0.117 -0.15
H -1.276504 4.634166 6.912135 -0.063 0.088 -0.032 0.05
C 0.214608 -1.384706 5.689500 -2.066 -1.367 0.014 -0.13
H -0.205903 9.151723 6.350885 0.234 0.748 -1.832 0.04
H -2.376587 -1.313858 -3.685048 -0.054 -0.631 -1.464 0.07
C -0.551534 3.330582 5.677388 2.100 0.072 -0.936 -0.18
H 2.592108 -4.950337 3.256730 0.069 -0.448 0.090 0.07
C -3.362604 -1.521688 -5.445398 -0.271 0.268 0.165 -0.14
O 3.448604 -0.354313 -0.456325 -1.810 0.910 -2.406 -0.14
H -3.554413 -3.223439 -1.338520 0.284 0.988 -0.244 0.10
H -1.382021 3.339466 5.007706 -1.001 -0.176 -0.200 0.07
H -0.266535 3.557664 -2.746489 0.687 0.252 -0.189 0.06
O -2.604328 0.913605 -0.046937 0.271 0.947 1.402 -0.12
H 3.136580 -0.728194 -1.342462 0.662 0.422 1.718 0.08
H 0.229948 3.931166 5.155715 -0.311 -0.016 0.335 0.08
H 1.260977 1.247080 -1.068727 -0.717 -1.011 0.165 0.11
H 1.296965 0.004420 -5.080898 0.193 0.823 -0.303 0.09
H -2.060628 7.615249 6.940357 1.713 -0.102 0.092 0.10
H -3.417908 -3.640346 3.520023 -0.338 -0.114 0.433 0.07
H 5.418773 -1.081567 -0.366898 0.212 0.261 -0.485 0.07
H -0.433610 6.806606 6.408242 -0.603 1.331 0.864 0.09
C 0.438242 -3.290866 -0.433000 -1.099 -0.669 -0.065 -0.13
H 1.857198 5.605502 -2.411284 0.206 0.218 -0.063 0.08
H -0.093178 2.321572 5.672424 -0.674 0.409 0.569 0.06
H -0.418222 -4.943601 -4.743536 0.594 -0.050 -0.749 0.08
```
Positions in Å, forces in eV/Å.

ORCA calculation (ωB97M-V with the def2-TZVPD basis set) on C10H27F3KO15P3S as an isolated structure in a non-equilibrium geometry.

Results
- Net charge: 0
- Relative energy (zero: lowest compared OMol25 entry of this formula, charge and spin): 441.21 kJ/mol

The geometry in XYZ format:
```
60
Properties=species:S:1:pos:R:3:forces:R:3:nbo_charge:R:1
C -2.401960 2.276640 0.861380 -0.771 1.086 -0.680 -0.26
C 6.637020 -1.980350 -5.759480 0.201 -1.306 -0.277 -0.26
H 9.097260 2.441850 -4.825430 -0.225 -0.488 0.256 0.20
F 8.500730 8.670030 -5.017030 -1.110 0.117 -0.441 -0.35
H 7.804650 -2.454860 1.969400 -0.112 0.277 0.250 0.19
O 5.995960 -1.301600 3.526220 -0.235 -0.729 -0.162 -1.10
O 8.249640 0.697100 -5.776150 -1.620 -0.384 1.364 -0.82
O 7.154580 8.697160 -2.440280 0.819 -1.100 0.424 -1.02
C 8.356550 -3.035110 2.708870 0.999 -0.137 -1.329 -0.25
P -0.142650 0.909590 1.209920 -1.114 0.857 -0.975 2.56
C 5.052210 1.896110 -5.426590 -0.966 -0.348 0.866 -0.25
H 5.618540 2.727210 -5.006320 0.467 -0.145 -0.458 0.20
O -1.647450 1.360320 1.651260 0.741 -0.563 -0.905 -0.81
H 1.729910 -0.923210 0.100740 -0.208 0.631 0.283 0.19
O 7.630200 11.098300 -2.989930 -0.770 -2.504 -0.324 -0.99
H 6.218390 -0.474880 5.661820 -0.043 -0.040 0.023 0.20
H 4.264780 1.709580 -4.696340 -0.374 0.372 -0.169 0.19
P 7.079200 0.355930 -4.657790 0.860 0.034 -0.867 2.55
H 4.605340 2.101270 -6.399380 0.312 0.112 0.104 0.20
H -2.579530 3.229640 1.359730 0.617 -0.063 0.509 0.19
H 0.131130 -1.360280 3.728220 -0.469 -0.486 -0.125 0.20
H 4.371170 -5.335230 4.706350 0.096 0.011 0.061 0.19
O 5.719050 0.631420 -5.489840 1.491 -0.085 0.586 -0.82
H 9.265870 2.313620 -6.557510 -0.333 -0.086 -0.108 0.19
H 6.720880 -1.077690 7.236110 0.088 -0.717 -0.041 0.19
H 0.467840 -2.129440 0.025550 0.098 -0.125 -0.226 0.18
C 0.725950 -1.114870 -0.277990 0.001 -0.833 -0.737 -0.25
O 7.025770 -1.263510 -4.571990 -0.181 1.828 -0.686 -0.79
K 6.182700 4.423820 1.197550 -0.037 0.085 -0.230 1.00
C 6.057790 -1.267910 6.392170 -1.249 1.027 0.013 -0.25
O 5.257370 -3.792960 3.730470 0.130 1.914 -0.154 -0.80
H 9.300860 -2.551360 2.958620 0.156 -0.076 -0.590 0.19
F 7.652040 10.555890 -5.664190 -0.589 -0.792 -0.532 -0.32
C 5.359360 -5.051130 4.344590 0.092 -0.959 0.342 -0.25
H 0.730470 -1.023390 -1.364130 0.296 -0.314 0.027 0.20
H 8.501310 -4.022960 2.271500 0.376 0.016 -0.080 0.18
C 7.345850 9.409410 -5.037540 0.367 0.478 2.156 0.71
F 6.351550 8.729230 -5.648320 1.041 0.415 -0.227 -0.33
C 9.236220 1.728870 -5.638110 0.513 -0.040 -0.545 -0.25
O 0.661130 2.036640 0.683930 -0.196 -1.253 0.781 -1.09
O 7.289050 1.037870 -3.358740 -0.465 -0.598 -1.149 -1.10
S 6.838340 9.853870 -3.224990 -0.491 3.556 -0.356 2.30
O -0.351240 -0.300190 0.133800 -0.462 1.788 1.763 -0.81
C -0.582270 -0.783740 3.139360 0.556 0.401 1.197 -0.26
H -1.211730 -1.375070 2.474370 0.535 0.103 -0.422 0.20
H -3.425450 1.972750 0.641820 0.147 -0.975 0.270 0.19
O 5.401360 10.125310 -3.271120 0.708 -0.393 -0.536 -1.00
H 6.402410 -1.404870 -6.654950 0.269 0.421 0.374 0.21
O 0.305120 0.202580 2.550590 -0.260 0.014 -0.806 -0.82
P 6.222280 -2.606010 4.164190 1.506 0.010 0.903 2.56
H 5.778680 -2.626920 -5.577020 -0.226 0.367 0.474 0.19
H 10.201970 1.225310 -5.594960 0.026 0.141 0.418 0.19
H 7.434680 -2.689230 -5.981550 0.234 0.271 -0.118 0.19
H -1.250840 -0.272020 3.831650 0.020 0.093 -0.068 0.20
H 5.008100 -1.270910 6.685840 0.114 0.824 0.557 0.18
O 7.728530 -3.207840 3.924040 -2.888 0.430 2.155 -0.81
H -1.984710 2.539090 -0.110800 0.544 -0.338 0.129 0.20
H 6.070460 -5.020630 5.170130 -0.075 -0.231 0.013 0.20
O 6.149390 -2.537120 5.793340 0.990 -1.512 -2.103 -0.81
H 5.682160 -5.767590 3.589230 0.059 -0.059 0.130 0.19
```
Positions in Å, forces in eV/Å.

ORCA calculation (ωB97M-V with the def2-TZVPD basis set) on one molecule with the formula C6H12O in a non-equilibrium geometry.

Results
- Net charge: 0
- SMILES string: CCOC=C(C)C
- Relative energy (zero: lowest compared OMol25 entry of this formula, charge and spin): 131.10 kJ/mol

The geometry in XYZ format:
```
19
Properties=species:S:1:pos:R:3:forces:R:3:nbo_charge:R:1
H -2.560253 0.071080 1.472027 -0.016 0.057 0.176 0.21
H 2.815845 -1.250179 0.029414 -0.049 0.191 -0.008 0.19
H 1.645558 -0.519078 -1.097551 0.094 -0.143 0.017 0.16
C -0.345502 -0.986465 0.755799 0.138 0.938 0.173 0.13
H -3.192624 -0.057620 -0.163590 -0.110 0.022 -0.072 0.20
H 2.805410 1.289119 0.133938 0.175 0.124 -0.045 0.21
H -0.710214 -1.200961 1.754547 -0.085 -0.098 -0.025 0.17
H -2.401297 1.425590 0.340685 -0.036 0.132 0.057 0.21
H 2.354496 0.585640 1.684539 0.013 0.029 0.177 0.21
C -2.375141 0.340920 0.437488 0.088 -0.222 -0.044 -0.62
H -1.718235 0.305363 -2.018508 -0.003 0.024 -0.008 0.22
C -0.781130 0.083716 -1.508383 0.263 0.109 0.198 -0.65
O 0.922375 -1.472115 0.602543 -0.439 -0.726 -0.047 -0.52
H -0.126777 0.952153 -1.634178 0.009 -0.010 -0.097 0.21
C 1.887599 -0.680981 -0.044352 -0.081 1.939 0.452 -0.05
C -1.059030 -0.196386 -0.052989 -0.257 -0.732 -0.095 -0.09
H -0.328956 -0.769679 -2.010468 0.074 0.007 -0.002 0.22
C 2.031355 0.738810 0.659975 0.625 -1.551 -0.675 -0.64
H 1.136521 1.341074 0.659064 -0.401 -0.091 -0.132 0.22
```
Positions in Å, forces in eV/Å.